# 1
11
Properties=species:S:1:pos:R:3:mulliken_charge:R:1 method="wB97M-V/def2-TZVPD" e_above_lowest_ev=2.775 fmax_ev_per_a=1.7 gap_ev=10.70 charge=0 homo_ev=-9.914
C 0.43 1.59 -1.56 -0.667
C 0.14 1.30 -0.30 0.310
O 0.58 1.81 0.91 -0.498
H -0.01 0.94 -2.30 0.241
H 0.90 2.49 -1.92 0.285
H -0.36 0.34 -0.10 0.021
H 1.47 1.51 1.00 0.320
C -0.82 -2.52 1.06 -0.083
O 0.36 -2.44 1.29 -0.375
H -1.50 -3.09 1.71 0.248
H -1.18 -1.92 0.21 0.198


# 2
14
Properties=species:S:1:pos:R:3:mulliken_charge:R:1 method="wB97M-V/def2-TZVPD" e_above_lowest_ev=2.460 fmax_ev_per_a=2.4 gap_ev=9.34 charge=0 homo_ev=-8.160
C -1.32 -1.67 0.78 -0.834
N -1.16 -1.40 -0.61 -0.267
N -0.37 -0.29 -0.99 -0.438
C 0.60 0.08 -0.27 -0.057
N 1.42 1.13 -0.79 -0.149
N 1.66 2.14 0.18 -0.533
H -0.41 -2.24 1.12 0.285
H -1.48 -0.76 1.45 0.305
H -2.18 -2.33 0.89 0.335
H -2.07 -1.18 -1.05 0.271
H 0.89 -0.30 0.69 0.354
H 0.98 1.46 -1.63 0.299
H 2.56 2.54 0.07 0.214
H 0.87 2.82 0.16 0.215


# 3
107
Properties=species:S:1:pos:R:3:mulliken_spin:R:1 method="wB97M-V/def2-TZVPD" e_above_lowest_ev=6.252 fmax_ev_per_a=4.4 gap_ev="4.17 / 4.48" charge=-1 homo_ev="-2.284 / -2.591" spin_multiplicity=2
Pb 0.24 -1.02 -4.07 0.001
C 3.68 -3.06 2.98 -0.025
C 2.28 -2.62 2.38 0.003
C 1.45 -3.46 1.65 0.222
C 0.25 -2.98 1.04 -0.089
N -0.18 -1.79 1.40 0.202
N 0.70 -0.90 1.89 0.047
B 0.14 0.45 2.01 0.072
N 0.69 1.55 2.85 0.247
N -0.01 1.92 3.97 0.124
C 0.14 3.13 4.46 -0.094
C 0.81 4.15 3.67 0.258
C 1.64 3.78 2.69 -0.096
C 2.59 4.75 2.02 0.010
C 1.65 2.39 2.30 0.286
S 2.89 1.53 1.47 -0.247
C -0.34 3.49 5.88 -0.013
C -1.20 2.32 6.44 0.007
C 0.93 3.72 6.67 -0.005
C -1.04 4.83 5.86 0.000
N -1.19 0.58 1.37 0.005
N -2.17 -0.11 2.07 0.025
C -3.38 0.32 1.83 -0.008
C -3.62 1.29 0.81 0.001
C -2.65 1.78 -0.05 0.000
C -2.99 2.67 -1.16 0.001
C -1.36 1.19 0.14 0.004
S -0.07 1.17 -0.98 0.034
C -4.56 -0.06 2.67 -0.001
C -5.66 -0.67 1.81 0.000
C -5.18 1.22 3.24 0.000
C -4.22 -0.88 3.92 -0.001
C 1.88 -1.27 2.41 0.151
S 3.05 -0.18 3.11 -0.169
C -0.72 -3.88 0.29 -0.004
C -2.14 -3.81 0.89 -0.007
C -0.82 -3.47 -1.15 -0.030
C -0.25 -5.33 0.45 0.018
H 3.79 -4.15 3.08 0.001
H 3.89 -2.68 3.96 0.011
H 4.52 -2.66 2.38 -0.002
H 1.74 -4.50 1.63 0.020
H 0.55 5.20 3.87 0.036
H 2.16 5.64 1.67 0.003
H 3.08 4.13 1.23 -0.008
H 3.41 5.04 2.71 -0.008
H -0.61 1.45 6.63 0.000
H -1.92 2.01 5.69 -0.004
H -1.63 2.63 7.42 0.000
H 1.41 2.75 6.95 0.003
H 0.77 4.34 7.59 -0.001
H 1.63 4.28 6.04 0.003
H -1.67 5.09 4.98 0.001
H -0.26 5.58 5.93 0.000
H -1.64 4.95 6.80 0.000
H -4.64 1.63 0.67 0.001
H -2.99 3.73 -0.86 0.000
H -4.05 2.60 -1.57 0.000
H -2.24 2.52 -1.94 0.000
H -6.06 0.09 1.09 0.000
H -6.42 -0.94 2.55 0.000
H -5.30 -1.58 1.27 0.000
H -5.49 1.92 2.44 0.000
H -4.42 1.68 3.84 0.000
H -6.09 0.94 3.83 0.000
H -3.87 -1.88 3.62 0.000
H -5.19 -1.09 4.48 0.000
H -3.60 -0.48 4.69 0.000
H -2.05 -3.93 2.00 0.001
H -2.65 -4.70 0.56 0.001
H -2.67 -2.88 0.68 0.002
H -1.32 -2.50 -1.19 0.003
H -1.32 -4.20 -1.79 0.001
H 0.21 -3.33 -1.63 0.009
H 0.33 -5.50 1.41 -0.005
H 0.51 -5.52 -0.41 0.004
H -1.09 -6.01 0.42 0.001
O -2.48 0.38 -7.18 0.000
S -1.29 0.14 -6.41 0.000
O -1.16 -1.31 -6.01 0.000
O -1.06 0.97 -5.14 0.000
C 0.13 0.38 -7.60 0.000
C -0.19 1.14 -8.68 0.000
C 0.43 0.99 -9.97 0.000
C 1.58 0.21 -10.09 0.000
C 2.03 -0.51 -8.95 0.000
C 1.40 -0.32 -7.72 0.000
S 2.24 -1.02 -6.31 0.000
O 1.65 -2.31 -5.83 0.000
O 3.60 -1.07 -6.74 0.000
O 1.90 0.02 -5.20 0.000
H -1.01 1.82 -8.52 0.000
H 0.03 1.49 -10.85 0.000
H 2.10 0.13 -11.00 0.000
H 2.89 -1.14 -8.94 0.000
O 2.25 -1.97 -2.56 0.003
N 3.48 -1.92 -3.04 -0.005
C 3.99 -2.90 -3.90 0.000
C 5.33 -2.91 -4.18 0.000
C 6.16 -1.83 -3.78 0.000
C 5.57 -0.86 -2.96 0.000
C 4.23 -0.90 -2.58 0.005
H 3.35 -3.71 -4.21 0.000
H 5.69 -3.65 -4.87 0.000
H 7.21 -1.55 -4.10 0.000
H 6.15 0.03 -2.67 0.000
H 3.72 -0.19 -1.94 -0.004


# 4
99
Properties=species:S:1:pos:R:3:mulliken_spin:R:1 method="wB97M-V/def2-TZVPD" fmax_ev_per_a=3.1 gap_ev="5.28 / 5.17" charge=0 homo_ev="-7.407 / -7.407" spin_multiplicity=6
Mn -0.18 2.10 2.63 4.961
F 1.60 4.12 1.17 -0.003
F 1.18 0.12 0.85 0.012
C 2.29 2.94 5.48 0.002
O 1.41 1.95 4.94 0.001
C 1.16 0.99 5.90 0.002
C -0.02 0.07 5.35 -0.015
N -1.17 0.85 4.86 0.020
C -1.87 1.59 5.89 0.007
C -2.33 2.87 5.25 -0.004
O -1.21 3.58 4.76 0.002
C -1.37 4.99 4.82 0.001
H 1.93 3.25 6.46 0.001
H 2.34 3.84 4.86 -0.002
H 3.20 2.35 5.51 0.000
H 0.81 1.25 6.89 0.000
H 2.05 0.40 6.14 -0.001
H -0.38 -0.70 6.02 0.003
H 0.41 -0.30 4.41 0.004
H -1.84 0.18 4.50 0.009
H -1.31 1.77 6.81 -0.001
H -2.71 1.02 6.28 -0.002
H -3.07 3.46 5.80 0.002
H -2.95 2.43 4.47 0.002
H -2.07 5.28 4.04 -0.001
H -0.39 5.44 4.65 0.000
H -1.72 5.27 5.81 0.000
C 7.13 -1.63 -0.52 0.000
O 6.66 -0.39 -1.00 0.000
C 5.97 0.42 -0.04 0.000
C 5.57 1.83 -0.65 0.000
N 4.45 1.80 -1.66 0.000
C 4.91 1.18 -2.97 0.000
C 6.12 1.85 -3.69 0.000
O 5.88 3.19 -4.07 0.000
C 6.69 3.79 -4.99 0.000
H 7.64 -2.31 -1.20 0.000
H 6.40 -2.27 -0.01 0.000
H 7.92 -1.43 0.20 0.000
H 6.76 0.57 0.70 0.000
H 5.13 -0.06 0.47 0.000
H 6.48 2.38 -0.89 0.000
H 5.10 2.38 0.17 0.000
H 3.87 1.16 -1.14 0.000
H 4.09 1.19 -3.68 0.000
H 5.08 0.12 -2.75 0.000
H 6.31 1.24 -4.58 0.000
H 6.92 1.73 -2.96 0.000
H 6.28 4.61 -5.58 0.000
H 7.08 3.12 -5.76 0.000
H 7.62 4.01 -4.46 0.000
C -0.21 7.10 -1.59 0.000
O -0.08 5.80 -2.17 0.000
C -1.38 5.27 -2.32 -0.001
C -1.33 4.17 -3.29 0.000
N -0.36 3.16 -2.83 0.000
C -0.51 1.99 -3.64 0.000
C -0.55 2.12 -5.14 0.000
O 0.63 2.65 -5.66 0.000
C 1.29 1.84 -6.55 0.000
H -0.81 7.15 -0.69 0.000
H -0.76 7.70 -2.31 0.000
H 0.78 7.50 -1.39 0.000
H -2.07 6.07 -2.62 0.000
H -1.78 5.02 -1.34 0.001
H -1.18 4.54 -4.30 0.000
H -2.36 3.80 -3.25 0.000
H -0.84 2.75 -2.04 0.001
H -1.53 1.68 -3.44 0.000
H 0.03 1.11 -3.27 0.000
H -1.26 2.90 -5.40 0.000
H -0.96 1.20 -5.55 0.000
H 0.70 1.67 -7.45 0.000
H 1.67 0.92 -6.10 0.000
H 2.17 2.43 -6.82 0.000
C -4.33 -3.65 0.83 0.000
O -4.52 -5.01 1.07 0.000
C -4.13 -5.84 0.05 0.000
C -4.72 -7.21 0.30 0.000
N -6.15 -7.11 0.51 0.000
C -6.99 -8.27 0.24 0.000
C -6.57 -9.56 0.92 0.000
O -5.36 -10.06 0.31 0.000
C -5.57 -10.83 -0.87 0.000
H -3.27 -3.43 0.71 0.000
H -4.67 -3.01 1.65 0.000
H -5.02 -3.34 0.05 0.000
H -3.05 -5.91 -0.02 0.000
H -4.54 -5.56 -0.92 0.000
H -4.26 -7.72 1.14 0.000
H -4.41 -7.92 -0.48 0.000
H -6.43 -6.61 1.34 0.000
H -7.03 -8.51 -0.83 0.000
H -7.93 -7.94 0.68 0.000
H -7.34 -10.33 0.94 0.000
H -6.10 -9.34 1.88 0.000
H -6.40 -11.53 -0.84 0.000
H -4.59 -11.16 -1.20 0.000
H -5.77 -10.26 -1.78 0.000


# 5
24
Properties=species:S:1:pos:R:3:mulliken_charge:R:1 method="wB97M-V/def2-TZVPD" e_above_lowest_ev=1.598 fmax_ev_per_a=3.2 gap_ev=10.06 charge=+1 homo_ev=-13.249
C 0.20 -0.96 1.53 -0.727
C -0.73 -0.01 0.82 -0.892
C -0.22 0.90 -0.24 0.417
C -0.46 0.57 -1.51 -0.924
C 0.71 2.03 0.13 -0.360
C -0.03 3.33 0.59 -1.144
N 0.86 -1.95 0.63 -0.212
H -0.07 -1.44 2.48 0.431
H 1.04 -0.31 1.88 0.364
H -1.19 0.55 1.66 0.350
H -1.60 -0.58 0.44 0.428
H -0.35 1.19 -2.40 0.321
H -1.07 -0.29 -1.72 0.277
H 1.19 1.67 1.02 0.099
H 1.46 2.24 -0.64 0.479
H 0.05 3.53 1.67 0.343
H 0.64 4.19 0.40 0.358
H -1.09 3.29 0.37 0.318
H 1.36 -1.52 -0.16 0.361
H 0.16 -2.54 0.17 0.319
H 1.53 -2.55 1.12 0.366
H -0.72 -2.15 -2.36 0.325
H -0.69 -3.71 -2.14 0.302
O -0.43 -2.86 -1.77 -0.600


# 6
17
Properties=species:S:1:pos:R:3:mulliken_charge:R:1 method="wB97M-V/def2-TZVPD" e_above_lowest_ev=1.225 fmax_ev_per_a=0.3 gap_ev=10.16 charge=0 homo_ev=-8.903
C -1.82 1.05 -0.26 -1.122
C -1.48 -0.44 -0.23 -0.324
N -0.05 -0.67 -0.43 -0.299
C 0.68 -1.51 0.50 -0.587
C 0.92 -0.04 0.44 0.336
C 2.10 0.55 -0.29 -1.347
H -2.86 1.21 -0.55 0.363
H -1.68 1.51 0.73 0.303
H -1.18 1.57 -0.97 0.284
H -1.85 -0.90 0.70 0.217
H -1.99 -0.95 -1.06 0.346
H 0.16 -1.89 1.38 0.280
H 1.39 -2.21 0.05 0.242
H 0.55 0.52 1.30 0.375
H 2.97 0.69 0.36 0.336
H 1.83 1.52 -0.72 0.274
H 2.38 -0.11 -1.12 0.321


# 7
12
Properties=species:S:1:pos:R:3:mulliken_charge:R:1 method="wB97M-V/def2-TZVPD" e_above_lowest_ev=5.687 fmax_ev_per_a=5.2 gap_ev=10.17 charge=0 homo_ev=-9.187
C -2.19 0.57 -0.07 -0.508
O -0.93 1.19 -0.04 -0.158
N 0.06 0.19 -0.01 -0.526
N 1.23 0.68 -0.11 0.947
C 2.21 -0.37 0.13 -0.711
O 1.45 1.84 -0.32 -0.662
H -2.98 1.28 0.38 0.239
H -2.08 -0.20 0.83 0.230
H -2.63 0.04 -0.90 0.283
H 2.91 -0.35 -0.74 0.260
H 1.63 -1.29 0.16 0.344
H 2.85 -0.13 1.03 0.261


# 8
13
Properties=species:S:1:pos:R:3:mulliken_charge:R:1 method="wB97M-V/def2-TZVPD" e_above_lowest_ev=2.203 fmax_ev_per_a=0.5 gap_ev=5.51 charge=0 homo_ev=-6.175
S -2.25 -1.55 0.63 -0.822
H -3.34 -1.76 1.39 0.013
C 0.07 0.99 -0.09 -0.032
C 0.62 -0.22 0.07 -0.446
N 1.90 -0.52 -0.62 -0.296
N -1.12 1.35 0.40 -0.271
H 0.63 1.75 -0.63 0.172
H 0.14 -1.07 0.53 0.309
H 1.77 -1.01 -1.51 0.339
H 2.41 0.35 -0.81 0.348
H 2.48 -1.10 -0.02 0.373
H -1.81 0.57 0.57 0.064
H -1.48 2.24 0.10 0.248